# 1
Density functional theory data (the ωB97M-V functional and the def2-TZVPD basis) for a structure of composition C31H45F6N2O2Si.

Geometry as ORCA input:
```
! wB97M-V def2-TZVPD RIJCOSX def2/J DEFGRID3
* xyz 1 1
C -5.75228 -0.59361 2.70245
C -4.32647 -1.04232 2.98760
C -3.40498 0.15491 3.19037
C -1.99025 -0.20868 3.49447
O -1.68995 -0.89176 2.17406
C -0.49061 -1.23580 1.95255
C -0.26216 -2.01986 0.73689
O 0.46710 -0.96758 2.81920
Si 2.13811 -0.40572 3.02995
C 2.87997 -0.50991 1.34923
C 1.97540 1.30607 3.70200
C 3.03329 -1.49401 4.32055
C 3.33800 -2.87458 3.72058
C 2.15557 -1.65515 5.57271
C 4.34818 -0.79307 4.70298
H -6.40998 -1.45588 2.56324
H -6.15336 0.01259 3.52471
H -5.78728 0.01446 1.79001
H -4.29061 -1.69128 3.87628
H -3.93798 -1.62691 2.14539
H -3.43136 0.78921 2.29322
H -3.80594 0.77111 4.00262
H -1.33442 0.66154 3.60198
H -1.85563 -0.96731 4.27752
H 0.74301 -2.45487 1.00565
H -0.84738 -2.94767 0.75163
H 3.77498 0.13280 1.34234
H 3.18884 -1.52881 1.07626
H 2.19132 -0.11738 0.58322
H 2.95853 1.79948 3.63773
H 1.26295 1.88480 3.09814
H 1.64315 1.31843 4.74986
H 4.00843 -2.80988 2.85408
H 3.83533 -3.49329 4.48173
H 2.42125 -3.39946 3.42028
H 1.90708 -0.68890 6.03231
H 1.22287 -2.19038 5.34979
H 2.70479 -2.24645 6.31975
H 4.17625 0.18790 5.16436
H 4.89231 -1.40897 5.43376
H 5.00978 -0.64920 3.83834
C 0.06206 1.54592 -6.42486
N 0.95435 0.95005 -5.45568
C 2.37150 1.02497 -5.80491
C 2.76908 -0.21173 -6.55436
F 4.07829 -0.24153 -6.92878
F 2.52291 -1.33469 -5.79612
F 2.00017 -0.34167 -7.68825
C 0.48348 0.39402 -4.29405
C 1.36490 0.03017 -3.25135
C 0.86742 -0.55765 -2.10244
C -0.53039 -0.80251 -1.84129
C -0.97134 -1.35037 -0.58855
C -2.32387 -1.74544 -0.45571
C -2.83598 -3.09116 -0.26836
C -4.17678 -3.39109 -0.21011
C -5.15509 -2.39622 -0.45228
N -6.48406 -2.73461 -0.50727
C -6.92009 -4.11524 -0.45191
C -7.55619 -1.75279 -0.44870
C -7.95613 -1.18777 -1.79159
F -9.31472 -1.03410 -1.89784
F -7.39160 0.05406 -2.00515
F -7.55517 -1.98582 -2.83098
C -4.71704 -1.08863 -0.74298
C -3.38535 -0.78768 -0.78415
C -1.35888 -0.49038 -3.00382
C -0.87745 0.12845 -4.13434
H -0.75156 2.07279 -5.90892
H 0.62469 2.26710 -7.02768
H -0.38833 0.78324 -7.08190
H 2.50762 1.87499 -6.48444
H 3.00158 1.10563 -4.91584
H 2.41130 0.20326 -3.33680
H 1.61029 -0.86873 -1.36420
H 0.41258 -1.71293 -0.41340
H -2.10085 -3.89182 -0.16720
H -4.46831 -4.40454 0.00340
H -6.23931 -4.76394 -1.02132
H -6.97795 -4.48796 0.58617
H -7.92119 -4.19054 -0.89582
H -8.44455 -2.26382 -0.05654
H -7.27476 -0.90279 0.18624
H -5.44494 -0.33654 -1.00078
H -3.07155 0.21948 -1.04693
H -2.40190 -0.75194 -2.98692
H -1.54968 0.37724 -4.92744
*
```

Values from the calculation:
Highest occupied orbital energy = -8.481 eV
Maximum force = 5.62 eV/A
DFT total energy = -2356.5520 hartree

=====

# 2
Density functional theory data (the ωB97M-V functional and the def2-TZVPD basis) for a structure of composition C25H35Br36ClF4INOP.

Geometry as ORCA input:
```
! wB97M-V def2-TZVPD RIJCOSX def2/J DEFGRID3
* xyz 1 1
C 0.32878 0.31353 3.82738
C -1.04370 0.81587 4.59691
C -2.36721 0.59085 3.65511
C -2.22289 1.43250 2.21722
C -1.97569 0.39226 0.96410
N -0.99849 0.93542 -0.09340
C -1.30914 2.37519 -0.40129
C -0.79967 2.94162 -1.84295
C 0.37674 4.11332 -1.63718
F -0.10403 5.23984 -0.77084
F 0.54919 4.72750 -3.00691
C 1.83876 3.51518 -1.21542
F 2.59350 2.92055 -2.38166
F 1.82713 2.61150 -0.02791
O -0.46640 1.94566 -2.86122
C 0.15291 0.73404 -2.33102
P 0.54168 -0.38483 -3.87757
C 0.88697 0.92799 -5.27312
C 2.26342 -1.19398 -3.59093
C -0.97403 0.02191 -1.32131
Cl -2.56808 0.01263 -2.28331
I -0.22788 -2.00101 -0.92422
H 1.18858 0.07191 4.61887
H 0.72910 1.10234 3.05388
H 0.06796 -0.71348 3.28855
H -1.13477 0.18953 5.59764
H -0.91280 1.94126 4.92107
H -3.28788 1.08021 4.23359
H -2.66161 -0.53361 3.48617
H -1.35676 2.20222 2.38791
H -3.28286 1.92576 2.04859
H -1.58300 -0.61937 1.45843
H -3.02903 0.13772 0.51604
H -0.04665 0.91082 0.38240
H -0.91860 3.13227 0.43140
H -2.49777 2.47978 -0.36695
H -1.72200 3.55759 -2.28959
H 2.50148 4.45300 -0.88852
H 1.17920 0.87178 -1.79023
H -0.13014 1.38508 -5.67799
H 1.52432 0.40437 -6.11351
H 1.57806 1.79907 -4.83911
H 2.66618 -0.86748 -2.54164
H 2.14752 -2.34878 -3.74059
H 3.02513 -0.77912 -4.38987
C -5.82121 2.18875 -0.83873
Br -4.68285 3.74174 -1.11515
Br -5.07060 0.96551 0.47454
Br -7.64512 2.69814 -0.39397
H -5.86299 1.64942 -1.79079
C -8.76935 6.73451 0.93902
Br -9.35610 6.64613 -0.91353
Br -9.52823 5.29730 2.00810
Br -6.83037 6.79676 1.08202
H -9.15066 7.67481 1.35067
C -1.37544 1.88452 8.94040
Br -0.18102 0.36132 9.13347
Br -0.88511 3.00144 7.42499
Br -3.24033 1.33672 8.86240
H -1.25967 2.49768 9.84021
C -2.14308 -4.01158 -5.10111
Br -2.50451 -2.61307 -6.40403
Br -0.23446 -4.29842 -4.85762
Br -3.04618 -3.67723 -3.41097
H -2.55690 -4.94084 -5.50639
C -10.65647 0.34891 1.40782
Br -11.01731 2.06359 0.56301
Br -11.40659 -1.13079 0.39184
Br -8.75921 0.09897 1.75695
H -11.16179 0.35843 2.37921
C 1.85694 -8.22003 -4.41583
Br 2.83584 -6.53957 -4.45910
Br -0.04924 -7.95496 -4.69979
Br 2.59922 -9.52228 -5.65564
H 1.97573 -8.63341 -3.40884
C 1.26044 8.28726 0.77196
Br 0.89901 9.68577 -0.53095
Br 3.16906 8.00043 1.01545
Br 0.35734 8.62162 2.46211
H 0.84662 7.35800 0.36668
C 6.67452 -1.05413 -4.27882
Br 5.32256 0.09243 -3.47780
Br 7.17392 -2.51788 -3.09880
Br 6.13417 -1.69240 -6.03512
H 7.56966 -0.44022 -4.42320
C 1.97010 -3.01344 4.60460
Br 3.04448 -4.51595 5.21469
Br 0.32861 -3.60049 3.74130
Br 1.62076 -1.74446 6.03694
H 2.55895 -2.48613 3.84682
C 3.80873 -2.03699 0.53921
Br 3.44789 -0.32231 -0.30559
Br 3.05862 -3.51669 -0.47677
Br 5.70599 -2.28693 0.88835
H 3.30341 -2.02746 1.51060
C 9.75782 -2.92274 2.46253
Br 9.17106 -3.01111 0.60998
Br 8.99893 -4.35995 3.53161
Br 11.69679 -2.86049 2.60553
H 9.37650 -1.98243 2.87418
C 5.26047 -9.10520 -1.95505
Br 6.39882 -7.55221 -2.23147
Br 6.01107 -10.32843 -0.64177
Br 3.43655 -8.59581 -1.51028
H 5.21868 -9.64452 -2.90711
*
```

Values from the calculation:
Highest occupied orbital energy = -10.543 eV
Maximum force = 4.82 eV/A
DFT total energy = -95266.1249 hartree

=====

# 3
Density functional theory data (the ωB97M-V functional and the def2-TZVPD basis) for a cluster of 2 separate species, C4H7NSi in total.

Geometry as ORCA input:
```
! wB97M-V def2-TZVPD RIJCOSX def2/J DEFGRID3
* xyz 0 3
C -4.13023 -0.39280 0.08041
C -2.99966 0.14460 -0.15223
C -1.80545 0.42327 -0.45686
C -0.24745 -1.24446 0.35877
N 1.94965 0.47889 1.12678
Si 1.30139 -0.39089 -0.28536
H -4.62837 -1.25793 0.45472
H -1.25023 1.28066 -0.74884
H -0.68791 -2.14722 0.03897
H 1.12530 0.85910 1.62890
H 2.67692 1.20657 1.26769
H 0.89337 0.44059 -1.46210
H 2.40262 -1.26038 -0.62033
*
```

Values from the calculation:
Highest occupied orbital energy (alpha / beta) = -8.108 / -8.333 eV
Energy relative to the best compared isomer or geometry (same formula, charge and spin) = 47.1 kcal per mole
Maximum force = 5.53 eV/A
DFT total energy = -500.5391 hartree
<S²> = 2.03

=====

Question: Which of these has the lowest DFT total energy?
Answer: C25H35Br36ClF4INOP

=====

Question: Which formula does entry 1 have?
Answer: C31H45F6N2O2Si

=====

Please write out number 3 again, unchanged.
Density functional theory data (the ωB97M-V functional and the def2-TZVPD basis) for a cluster of 2 separate species, C4H7NSi in total.

Geometry as ORCA input:
```
! wB97M-V def2-TZVPD RIJCOSX def2/J DEFGRID3
* xyz 0 3
C -4.13023 -0.39280 0.08041
C -2.99966 0.14460 -0.15223
C -1.80545 0.42327 -0.45686
C -0.24745 -1.24446 0.35877
N 1.94965 0.47889 1.12678
Si 1.30139 -0.39089 -0.28536
H -4.62837 -1.25793 0.45472
H -1.25023 1.28066 -0.74884
H -0.68791 -2.14722 0.03897
H 1.12530 0.85910 1.62890
H 2.67692 1.20657 1.26769
H 0.89337 0.44059 -1.46210
H 2.40262 -1.26038 -0.62033
*
```

Values from the calculation:
Highest occupied orbital energy (alpha / beta) = -8.108 / -8.333 eV
Energy relative to the best compared isomer or geometry (same formula, charge and spin) = 47.1 kcal per mole
Maximum force = 5.53 eV/A
DFT total energy = -500.5391 hartree
<S²> = 2.03